Entry 1:
This record from the Open Molecules 2025 dataset describes a structure of composition C25H47Cl2CoNO3Si2 in a non-equilibrium geometry. The level of theory is ωB97M-V with the def2-TZVPD basis set.

Expectation value of S² ... 6.05
Spin multiplicity ... 5
Energy ... -112740.2380 eV
Charge ... +1
HOMO-LUMO gap (alpha / beta) ... 6.2 / 4.8 eV

Structure (XYZ):
```
81
Properties=species:S:1:pos:R:3:forces:R:3
H 6.0338 -0.0589 2.3832 -0.16 -0.13 0.00
H 1.3066 3.5305 -2.4256 0.14 -0.16 -0.02
C -3.3950 -2.9296 -0.4724 -0.31 -0.07 -0.06
C 1.8158 2.5582 -2.4945 0.01 0.12 0.05
C 2.5404 0.4733 0.5693 -0.20 0.12 0.06
H 0.7045 -1.9996 -1.3027 0.10 -0.27 0.04
H 2.6400 0.8591 -0.4604 0.21 -0.09 0.60
C 0.1449 -0.3383 3.6968 1.43 -1.04 -2.32
H 0.4236 -0.0669 -0.7822 -0.04 0.20 -0.18
H 2.8054 0.8706 4.0033 0.01 0.07 0.00
H -1.3311 1.2950 -4.6009 0.20 0.16 0.15
H -1.5693 -2.6810 0.6325 -0.12 0.08 -0.31
H -0.7791 1.2775 -0.8092 -0.13 0.02 0.09
H -3.9308 -2.4505 -1.3001 0.15 -0.22 0.26
C -0.6439 2.0204 -4.1438 -0.13 -0.02 0.10
Cl 1.0239 -2.6710 4.6741 -0.17 0.21 0.16
H -1.0853 -0.2602 -1.7566 1.07 1.17 0.54
Si 3.8918 1.0459 1.7569 0.50 -0.25 -1.04
H -0.0876 2.5118 -4.9576 -0.11 -0.12 0.26
C 0.3334 -1.1301 4.8596 -0.20 -0.09 0.32
H -3.0430 1.2189 -2.9511 -0.23 -0.16 -0.10
H 4.1369 3.2818 0.6940 0.19 -0.11 -0.02
H 2.5789 2.6369 -3.2828 -0.20 0.01 0.18
H 0.4812 -3.5880 -2.0341 -0.16 0.11 0.20
H -4.3311 -0.0646 -1.1632 -0.02 -0.01 -0.16
N -0.1642 1.7568 2.7263 -2.53 2.49 2.55
C -0.2973 0.4874 -1.4044 -0.52 -0.46 -0.24
H -5.1456 -0.9789 -2.4639 0.13 0.15 0.12
H 2.5413 2.4919 3.3044 0.10 -0.03 0.07
C -2.0262 -2.3260 -0.3047 0.58 0.03 -0.27
C -0.5027 3.0698 2.7657 0.08 -1.52 0.65
H 5.1400 -1.0431 1.2022 -0.01 0.16 0.19
C 4.8283 2.4629 0.9387 -0.03 -0.01 0.19
C 0.5248 -3.5993 0.1270 0.20 0.04 0.03
H -1.2486 2.7865 -3.6385 0.08 -0.08 -0.18
C -0.9759 3.6522 3.9506 -0.06 0.12 -0.07
Cl -0.8140 1.3173 7.8114 0.04 -0.16 -0.21
C 0.0093 -0.5957 6.1080 -0.08 -0.03 -0.01
H -1.2757 -2.1354 -3.8433 -0.25 0.11 -0.05
C -0.4812 0.7036 6.2529 -0.11 -0.34 -0.01
H 5.3219 2.1357 0.0131 -0.16 0.08 0.21
H -2.0855 -1.2263 -0.2521 -0.05 -0.20 0.06
H -1.3708 3.3745 6.0565 0.11 0.01 -0.21
C -3.4863 0.2302 -3.1421 0.50 -0.33 -0.14
H -3.8467 0.1941 -4.1865 0.27 0.16 0.31
H 2.5589 -0.6357 0.4962 -0.16 0.43 0.10
H 0.6993 -1.0877 -3.8758 0.14 0.21 0.02
H -2.0209 -0.9711 -4.9758 -0.03 -0.20 0.20
C 3.2638 1.6728 3.4116 -0.17 0.08 0.24
O -2.4250 -0.7283 -2.9480 -0.87 -0.01 -0.98
H 4.1157 2.0586 3.9895 -0.20 -0.08 -0.10
H -4.2533 -2.0003 -4.5707 0.04 -0.20 0.04
C -4.6469 -0.0358 -2.2114 -0.26 0.04 -0.02
C -2.1987 -1.5953 -4.0807 0.20 0.57 0.41
H -3.5183 -3.1391 -3.3939 -0.02 0.11 -0.18
C -0.3464 0.9878 3.8573 0.45 2.30 0.05
H 2.2721 -0.5561 -3.2386 -0.11 -0.02 -0.13
H 1.6984 0.0474 -4.8111 -0.01 -0.09 0.21
C 0.1579 -2.9507 -1.1989 0.12 0.33 -0.40
H -1.2536 4.7020 3.9242 0.02 -0.19 0.13
H 0.5951 -2.8540 0.9304 -0.13 -0.27 -0.06
Co 0.7884 0.9126 1.3940 1.97 -1.45 -3.34
C -1.0474 2.9187 5.1236 0.07 -0.07 -0.18
H -0.3855 3.6158 1.8322 0.02 0.03 0.28
H 1.5193 -4.0443 0.0188 -0.11 0.04 0.04
O -1.2224 -2.6874 -1.4399 -0.12 -0.45 0.89
O 0.5866 -0.6604 2.5168 -1.14 -0.64 2.96
H 5.5990 2.8611 1.6140 -0.15 -0.04 -0.18
Si 0.5615 1.2238 -2.9324 -0.04 -0.42 -0.29
H 4.6444 -1.0317 2.9106 0.10 0.04 -0.17
H 0.1558 -1.2131 6.9860 0.02 0.11 0.00
H -5.3827 0.7645 -2.3315 0.00 -0.03 0.09
H -0.1718 -4.3972 0.4067 0.11 0.13 -0.04
H -3.9650 -2.7911 0.4507 -0.09 0.04 -0.10
C -3.3448 -2.5467 -4.2978 -0.02 -0.19 -0.07
C 5.0348 -0.4102 2.0931 0.07 0.06 0.13
H -3.0892 -3.2296 -5.1112 -0.14 0.01 -0.01
C -0.6774 1.5565 5.1153 0.22 -0.32 -1.20
H 2.3325 2.3842 -1.5449 -0.05 0.09 -0.22
H -3.3277 -4.0068 -0.6656 0.05 0.21 0.02
C 1.3836 -0.2327 -3.7964 0.11 0.10 0.04
```
Positions in Å, forces in eV/Å.

---

Entry 2:
This record from the Open Molecules 2025 dataset describes a structure of composition C25H47Cl2LaNO4P2 in a non-equilibrium geometry. The level of theory is ωB97M-V with the def2-TZVPD basis set.

Energy ... -80852.0160 eV
Charge ... -1
HOMO-LUMO gap ... 4.9 eV

Structure (XYZ):
```
82
Properties=species:S:1:pos:R:3:forces:R:3
C -1.7734 -3.7924 0.1168 -0.33 0.09 0.76
C -2.5156 1.3397 4.7833 -0.45 -0.22 0.94
H 2.0973 3.5502 0.2466 -0.01 0.44 0.03
H -3.0028 2.0603 -2.2159 0.07 0.59 0.40
H 1.2649 5.7629 -2.4008 -0.13 0.03 -0.11
H 1.0084 -3.4716 1.8464 0.06 -0.05 0.12
H -1.5037 -4.6794 -1.8196 -0.03 -0.07 0.28
O 0.9387 0.1098 7.7956 -1.91 0.63 -0.51
C 1.7459 4.5806 0.0460 0.30 0.10 0.43
C -1.8142 3.9069 -2.1724 0.55 -0.66 0.09
Cl 1.2458 -0.6410 -0.5086 0.42 0.09 0.17
H -2.2374 -2.9489 -0.4304 0.49 -0.50 0.01
C 0.9346 3.6253 -2.8856 -0.49 -0.04 0.31
C 1.3172 -4.6075 -2.7304 -0.33 -1.01 1.08
H 2.9469 -3.2344 -2.8738 0.01 0.27 -0.22
H 2.5663 -5.8702 -3.9217 -0.01 -0.18 0.00
C -2.9971 3.0641 -1.7175 -0.35 -0.55 0.37
H 0.4369 -5.1755 1.9808 0.20 0.44 -0.34
H -3.0702 2.9639 -0.6068 0.28 -0.04 -0.62
H 3.7639 -4.1306 0.9552 0.03 0.03 -0.04
C 0.2728 4.6093 -0.2871 -0.55 -0.77 -1.26
H -2.3044 -6.5218 -0.2007 0.19 -0.10 -0.02
H 3.7414 -4.3148 -0.8043 -0.39 -0.05 0.21
H 0.8807 -0.3916 5.4171 0.54 -0.17 0.12
H -0.6763 -6.6237 0.4477 0.02 0.24 -0.22
C -1.1095 -4.8220 -0.8002 1.70 -0.70 -0.93
C -1.9966 5.4005 -1.9223 -0.06 0.07 0.07
H 0.4160 -4.8105 -3.3095 -0.19 -0.01 -0.03
C -1.2460 -6.3194 -0.4419 -0.95 0.00 0.36
H -3.9425 3.5220 -1.9936 -0.23 0.10 -0.23
H -2.5980 -4.3097 0.6146 -0.09 0.16 0.30
H 2.2319 1.9760 -2.2180 -0.09 0.22 -0.33
H -0.9893 -7.0170 -1.2607 0.11 0.59 0.21
H 1.9659 -5.8414 0.1505 0.31 0.10 0.32
H 2.1019 -4.8094 2.3672 -0.10 0.32 0.11
H 1.8705 -3.3877 -4.3242 0.57 0.31 -0.16
C -0.0553 0.0821 5.2353 -0.56 0.26 0.30
H 1.7640 -6.8000 -2.6443 -0.06 0.49 0.01
H -0.4291 3.6339 1.5243 0.03 0.10 -0.01
H -1.0981 -3.3509 0.8959 -0.55 -0.54 -0.68
H -2.6753 1.4412 6.9774 0.30 -0.09 -0.49
C 1.2822 -4.5184 1.7011 -0.03 -0.54 -0.25
P 0.6673 -4.2418 -1.0440 -1.46 2.62 0.09
H -0.0049 5.4610 -3.6411 0.17 -0.09 0.20
H 2.9196 -2.9384 -0.0597 0.08 0.19 0.05
C -2.2747 1.1954 2.3098 1.15 -0.74 -1.46
H 1.8926 5.1984 0.9451 0.27 -0.22 -0.01
H 0.0153 -0.0984 3.0870 0.26 0.03 0.06
C 2.2995 2.9956 -2.6295 0.42 0.32 -0.22
O -0.8754 1.0701 8.5710 1.25 -1.05 -1.88
C 1.7968 -4.7565 0.2702 0.84 -1.42 -0.13
H 0.0771 5.5297 -0.8287 -0.02 0.20 0.20
H -1.6683 3.7878 -3.2400 -0.33 -0.17 -0.43
O -3.1061 2.0610 2.0659 0.46 -0.71 0.56
C 1.9186 -3.3060 -3.2354 0.28 -0.61 -0.76
C -0.5181 0.2727 3.9511 -0.54 -0.17 -0.80
H -2.9663 5.7389 -2.2840 -0.26 -0.14 -0.14
O -1.6812 0.4356 1.3907 -1.53 1.14 2.67
H -1.6773 4.6488 0.8015 0.33 -0.19 -0.16
H 2.9137 3.5856 -1.9338 -0.30 -0.23 -0.31
C -2.0879 1.1240 6.1086 0.51 -0.06 -0.34
C 3.1455 -3.9952 0.0635 -0.45 -0.32 0.10
H -1.9539 5.6523 -0.8631 -0.03 0.09 -0.17
C 2.2336 -5.8295 -2.8764 0.48 -0.05 -0.54
H -3.5134 1.8104 4.6312 1.04 -0.36 -0.13
C -0.5921 4.5578 0.9560 0.08 0.37 0.42
Cl -2.5374 -1.0340 -2.4970 -0.74 -0.56 -0.57
H 3.1683 -5.7727 -2.2954 -0.42 0.16 0.03
P -0.2054 3.1043 -1.5297 -0.08 2.39 1.95
H -0.2537 1.5843 -2.5002 -0.63 -0.23 -0.67
La -1.1775 0.4081 -0.7725 1.39 0.35 -1.52
C 0.9482 5.1267 -3.2273 0.56 -0.50 -0.37
H 2.8222 2.9960 -3.5847 0.33 -0.33 -0.05
C -0.8283 0.5214 6.3068 -0.33 0.77 -0.56
H 2.3657 5.0255 -0.7514 -0.26 -0.26 0.40
H 0.4443 3.1340 -3.7275 0.32 -0.20 -0.17
N -0.2103 0.5549 7.6359 0.16 0.18 2.30
H -1.2452 5.9752 -2.4701 -0.29 0.00 0.44
H -0.3012 5.4232 1.5798 -0.15 -0.37 0.16
H 1.3656 -2.4193 -2.9501 -0.09 -0.03 0.24
C -1.7345 0.9070 3.6991 -1.00 0.77 0.98
H 1.6598 5.2669 -4.0430 0.24 0.06 -0.04
```
Positions in Å, forces in eV/Å.

---

Entry 3:
This record from the Open Molecules 2025 dataset describes a structure of composition C25H47ClN4OPd in a non-equilibrium geometry. The level of theory is ωB97M-V with the def2-TZVPD basis set.

Expectation value of S² ... 6.01
Spin multiplicity ... 5
Energy ... -50689.6875 eV
Charge ... -2
HOMO-LUMO gap (alpha / beta) ... 1.8 / 6.4 eV

Structure (XYZ):
```
79
Properties=species:S:1:pos:R:3:forces:R:3
H -1.4632 -1.6985 -5.6127 0.04 -0.07 -0.07
H 3.5485 4.4002 1.7380 -0.72 -0.29 0.67
H 2.3614 0.9094 -0.8020 0.38 0.67 0.02
C -3.8434 -1.1846 0.7336 -0.29 0.36 -0.10
H -1.4811 0.8086 -2.7646 -0.17 -0.29 -0.51
Cl -1.7427 1.2824 -0.5278 -0.36 -0.03 -0.05
C 2.0276 3.3702 3.1250 0.03 -0.26 -0.35
H 2.6116 -2.9872 -0.7923 0.24 0.35 -0.02
H 0.1741 -1.0272 -5.6220 -0.09 0.08 0.07
H -3.1580 -2.7538 -4.3706 -0.40 -0.14 -0.12
H 1.2043 -0.1702 -3.4056 -0.47 -0.25 0.02
C -3.6140 -3.0088 -2.2001 0.34 0.31 1.06
C -1.6502 -2.3050 -1.6367 3.05 0.23 1.65
H -4.1757 -3.6842 1.8910 -0.04 0.09 0.01
H -0.6581 3.1851 4.7392 0.11 0.00 0.15
C -0.7795 -1.0225 -3.6865 -1.04 -0.26 0.86
C 2.6748 3.7679 1.9624 -0.01 0.30 0.36
C 2.9744 1.8103 -1.0445 0.64 -0.52 0.17
H -0.9255 1.5855 5.4683 0.21 0.14 -0.12
H -4.9060 -3.6841 0.2792 0.04 -0.10 0.03
C 0.4263 0.0898 3.6320 0.67 -0.43 0.29
H 3.0580 4.4108 -2.1652 0.09 -0.06 0.30
H 2.1586 -3.2600 1.6862 0.06 0.32 0.09
N 1.9920 3.1832 0.8836 -0.08 -0.30 -0.37
C -1.3783 0.3792 -3.7778 -0.39 0.30 0.03
H -4.8346 -1.1529 0.2716 0.05 0.07 -0.13
H -1.1551 -3.2442 1.1470 -0.03 0.18 -0.22
C -0.0386 1.5464 3.5191 0.19 0.42 -0.69
H 1.2953 0.0143 4.3069 -0.11 -0.11 -0.34
C 2.2457 3.1020 -0.6725 -0.43 -0.33 0.44
Pd 0.6140 0.7872 0.5982 -0.82 -2.73 -1.27
C -0.5302 -1.6358 -5.0480 0.14 -0.19 -0.04
H -0.3683 -0.5877 4.0408 0.40 0.89 -0.16
H -0.7093 1.0555 -4.3320 0.01 -0.26 -0.03
H 2.9324 -0.4171 0.8323 0.39 -0.20 0.13
H 3.9467 1.7173 -0.5527 -0.02 -0.03 0.02
C -3.9564 -3.6963 0.8215 0.08 -0.23 0.09
C -1.3612 1.4452 2.7477 -0.61 -0.07 -0.43
C 3.1617 -2.0545 -0.5667 0.26 -0.11 -0.19
H 2.3614 -1.8323 2.7668 -0.03 -0.21 -0.15
N -2.8075 -2.6432 -1.0961 -2.58 -0.66 2.75
O 1.1395 -1.2323 0.3059 -0.33 -0.39 0.26
H 0.2700 -0.3289 -1.9044 0.06 -0.44 -0.41
H -3.2303 -0.3287 0.4037 -0.36 -0.35 -0.08
H -1.7667 2.4042 2.4183 0.13 0.03 0.08
H -0.0955 -2.6340 -4.9453 -0.11 0.01 -0.02
H 1.1282 2.8884 -2.5630 0.40 0.42 0.60
H 2.3122 5.2206 -0.7837 0.19 0.06 0.04
C -0.2297 2.1874 4.8663 -0.19 0.01 0.25
H 3.7721 -2.5476 1.9441 -0.17 0.07 0.08
H -4.5324 -3.5362 -2.0302 -0.25 -0.11 -0.28
H -1.3082 0.8125 1.8361 0.20 0.54 0.64
H 4.2136 -2.2919 -0.3506 -0.07 0.01 -0.15
H 1.0340 -1.7562 -2.6406 -0.24 0.01 0.01
C -1.8168 -2.3772 1.2476 0.46 -0.21 0.05
N 0.9909 2.4837 2.7434 -0.07 -0.08 -0.41
H 0.7231 2.2515 5.3939 -0.08 0.09 0.17
H 0.3360 2.0901 -1.2525 0.49 0.73 0.10
H 3.9239 4.4607 -0.6025 0.07 0.18 -0.06
H -2.0418 -2.2841 2.3305 -0.20 -0.06 -0.55
C -3.1193 -2.4965 0.4457 0.16 0.57 -1.21
C 2.4726 -1.4055 0.6281 -0.32 -0.10 -0.42
C 0.9425 2.9930 -1.4721 -0.93 -0.17 -0.10
H 2.1343 3.5843 4.1893 0.43 0.23 -0.65
C 2.9440 4.3764 -1.0725 0.22 0.06 -0.09
H -2.3488 0.3894 -4.2847 -0.01 -0.06 0.05
C -2.9606 -2.6287 -3.3233 0.77 0.69 0.06
H 0.6563 -0.3338 2.6326 0.11 0.25 0.51
N -1.7622 -2.0003 -2.9211 1.22 1.51 -3.34
C 2.7017 -2.3115 1.8405 -0.01 -0.10 0.23
C 1.0510 2.3912 1.4018 -0.89 0.34 0.19
H 0.2867 3.8482 -1.3079 -0.05 0.07 0.00
H -3.4133 -4.6180 0.6021 -0.09 -0.03 -0.07
C 0.4958 -0.8306 -2.8649 0.33 -0.17 0.34
H -2.1338 0.9294 3.3511 0.46 0.39 0.24
H -3.9884 -1.0582 1.8194 0.04 -0.22 -0.18
H 3.1097 -1.3852 -1.4339 0.02 -0.19 0.06
H 3.1341 1.7370 -2.1348 0.00 0.38 0.34
H -1.2560 -1.4630 0.9732 -0.15 -0.59 -0.10
```
Positions in Å, forces in eV/Å.

---

Q: The highest energy belongs to which entry?
A: C25H47ClN4OPd

---

Q: Among the records above, which one has the highest energy?
A: C25H47ClN4OPd